No. 1
{
  "formula": "C50H44IN4NaO3PSSbSe3Te",
  "method": "ωB97M-V/def2-TZVPD",
  "species": ["Na", "I", "C", "C", "C", "C", "C", "C", "C", "C", "C", "P", "C", "C", "C", "C", "C", "C", "C", "C", "C", "C", "C", "C", "C", "H", "H", "H", "H", "H", "H", "H", "H", "H", "H", "H", "H", "H", "H", "H", "H", "C", "C", "N", "O", "C", "C", "N", "O", "H", "H", "H", "H", "H", "H", "H", "Se", "Se", "Te", "Se", "N", "C", "O", "C", "C", "C", "N", "C", "C", "H", "H", "H", "H", "H", "H", "S", "Sb", "C", "C", "C", "C", "C", "C", "C", "C", "C", "C", "C", "C", "C", "C", "C", "C", "C", "C", "H", "H", "H", "H", "H", "H", "H", "H", "H", "H", "H", "H", "H", "H", "H"],
  "xyz": [[0.3198, -0.3140, -0.7963], [-0.7065, -0.0355, 3.0454], [-0.3630, 1.4431, 4.5018], [-0.9514, 1.0726, 5.7267], [-0.8713, 1.9028, 6.8230], [-0.2008, 3.1148, 6.6961], [0.4090, 3.5105, 5.4856], [1.0934, 4.7508, 5.4458], [1.7710, 5.1626, 4.2925], [1.7491, 4.3762, 3.1741], [1.0397, 3.1296, 3.1076], [1.1665, 2.2709, 1.4973], [1.2296, 3.6882, 0.2900], [2.3131, 4.0383, -0.5107], [2.1869, 4.9940, -1.5197], [0.9759, 5.6269, -1.7408], [-0.1095, 5.3123, -0.9299], [0.0186, 4.3557, 0.0646], [2.9265, 1.6884, 1.5083], [3.6641, 1.6655, 2.6881], [4.9498, 1.1306, 2.7167], [5.5190, 0.6113, 1.5645], [4.7931, 0.6230, 0.3787], [3.5090, 1.1478, 0.3610], [0.3524, 2.6534, 4.2962], [-1.4689, 0.1253, 5.8002], [-1.3146, 1.6004, 7.7669], [-0.1202, 3.7915, 7.5416], [1.0997, 5.3589, 6.3445], [2.3169, 6.1002, 4.2779], [2.2976, 4.7170, 2.3099], [3.2735, 3.5678, -0.3527], [3.0431, 5.2262, -2.1432], [0.8673, 6.3390, -2.5512], [-1.0685, 5.7897, -1.0957], [-0.8399, 4.1168, 0.6829], [3.2233, 2.0648, 3.5932], [5.5007, 1.1087, 3.6505], [6.5141, 0.1826, 1.5910], [5.2124, 0.1991, -0.5258], [2.9504, 1.1221, -0.5677], [-4.4455, 1.3272, -1.1356], [-3.0322, 0.8252, -1.1823], [-2.1301, 1.1349, -0.3390], [-2.5743, 1.9789, 0.6538], [-2.6247, -0.1375, -2.2544], [-3.6403, -0.9041, -3.0373], [-1.3611, -0.3273, -2.3804], [-0.8016, -1.1803, -3.1328], [-4.5225, 2.1813, -0.4705], [-5.1172, 0.5443, -0.7719], [-4.7737, 1.6155, -2.1361], [-1.8428, 1.9362, 1.2930], [-4.4062, -1.3408, -2.3908], [-3.1392, -1.7020, -3.5798], [-4.1384, -0.2527, -3.7649], [-0.0163, 1.8711, -2.4893], [-0.6861, 3.0227, -4.2448], [2.0240, 0.7053, -5.5671], [1.5477, 0.3946, -3.1864], [5.5773, -5.2545, -0.0965], [5.0906, -4.5595, 1.0349], [5.5632, -4.8637, 2.1556], [4.0715, -3.5981, 0.8170], [3.6270, -2.7450, 1.8893], [2.6532, -1.8127, 1.6784], [2.0095, -1.6176, 0.4831], [2.4147, -2.4389, -0.5241], [3.3907, -3.3928, -0.4339], [6.4362, -5.7411, 0.0938], [5.5503, -4.7674, -0.9764], [4.0834, -2.8491, 2.8664], [2.3284, -1.1724, 2.4939], [1.8799, -2.3260, -1.4719], [3.5846, -4.0160, -1.3008], [-1.1764, -2.1414, 0.4154], [-1.8185, -4.2657, 0.2169], [-0.4996, -5.5450, 1.2384], [0.6571, -4.9595, 1.7509], [1.5848, -5.7574, 2.4214], [1.3459, -7.1158, 2.5755], [0.1871, -7.6948, 2.0679], [-0.7398, -6.9109, 1.3951], [-1.9532, -5.0276, -1.7400], [-2.5236, -6.2687, -2.0201], [-2.5823, -6.7189, -3.3332], [-2.0700, -5.9313, -4.3594], [-1.5014, -4.6969, -4.0765], [-1.4423, -4.2365, -2.7630], [-3.7515, -4.4915, 1.0616], [-4.4119, -5.7139, 1.1576], [-5.6798, -5.7807, 1.7245], [-6.2865, -4.6250, 2.1974], [-5.6289, -3.4078, 2.1084], [-4.3585, -3.3360, 1.5398], [0.8412, -3.8936, 1.6335], [2.4935, -5.3086, 2.8032], [2.0733, -7.7307, 3.0931], [0.0066, -8.7568, 2.1929], [-1.6384, -7.3715, 0.9943], [-2.9205, -6.8923, -1.2266], [-3.0264, -7.6824, -3.5548], [-2.1149, -6.2857, -5.3835], [-1.0981, -4.0776, -4.8705], [-1.0075, -3.2604, -2.5564], [-3.9448, -6.6251, 0.7998], [-6.1895, -6.7341, 1.7996], [-7.2741, -4.6768, 2.6413], [-6.0965, -2.5064, 2.4862], [-3.8303, -2.3878, 1.4763]],
  "forces_ev_per_a": [[0.3, -0.4, 1.2], [0.0, -0.1, 0.0], [0.0, 0.1, 0.1], [0.1, 0.1, -0.1], [0.1, 0.2, 0.0], [-0.1, -0.1, -0.1], [0.1, 0.0, -0.1], [0.0, -0.1, -0.2], [-0.1, 0.0, 0.3], [-0.2, -0.4, 0.0], [-0.2, 0.1, -0.1], [0.4, 0.4, 0.1], [-0.1, -0.1, 0.1], [0.0, 0.1, 0.0], [0.0, -0.1, 0.1], [0.0, 0.0, 0.0], [0.0, -0.1, 0.0], [0.0, 0.0, 0.0], [-0.1, 0.1, 0.0], [0.1, 0.0, 0.1], [-0.1, 0.0, 0.0], [0.0, 0.0, -0.1], [-0.1, 0.1, 0.1], [0.0, 0.0, 0.0], [0.0, 0.0, 0.1], [0.0, 0.0, 0.0], [0.0, 0.1, 0.0], [0.0, 0.0, 0.0], [0.0, 0.0, 0.0], [0.0, 0.0, 0.0], [0.0, 0.0, -0.2], [0.0, -0.1, 0.0], [0.0, 0.0, 0.0], [0.0, 0.0, 0.0], [0.0, 0.0, 0.0], [0.0, 0.0, 0.0], [0.0, 0.0, 0.0], [0.0, 0.0, 0.0], [0.0, 0.0, 0.0], [0.0, 0.0, 0.0], [0.0, 0.0, 0.0], [0.0, 0.0, -0.1], [0.1, -0.3, -0.7], [0.0, -0.4, 0.2], [0.1, 0.3, 0.3], [-0.3, 0.2, 0.5], [-0.1, 0.0, 0.0], [-0.2, 0.5, -0.3], [0.1, -0.1, -0.2], [0.0, 0.0, 0.0], [0.0, 0.0, 0.0], [0.0, 0.0, 0.0], [-0.1, 0.0, 0.0], [0.0, 0.0, 0.0], [0.0, 0.0, 0.0], [0.0, 0.0, 0.1], [-0.2, 0.8, -0.4], [-0.1, -0.1, 0.1], [-0.1, 0.0, 0.1], [0.8, -0.1, -0.6], [-0.3, -0.1, 0.1], [0.4, -0.4, 0.3], [-0.1, 0.1, -0.4], [-0.4, 0.4, 0.0], [0.1, -0.3, -0.2], [-0.3, 0.0, -0.4], [0.2, 0.0, -0.2], [-0.2, 0.2, 0.2], [0.2, -0.1, 0.3], [0.1, 0.1, 0.0], [0.1, 0.1, 0.0], [0.0, 0.0, -0.1], [0.0, 0.0, -0.1], [0.1, 0.0, 0.1], [0.0, 0.0, 0.0], [-0.6, -0.3, 0.1], [0.1, 0.1, 0.1], [0.1, 0.0, 0.1], [0.0, -0.2, 0.1], [-0.1, 0.1, -0.1], [0.0, 0.0, 0.0], [0.0, 0.0, 0.0], [0.1, 0.1, 0.0], [-0.1, 0.0, -0.1], [0.0, 0.0, -0.1], [0.0, 0.1, 0.1], [0.0, 0.0, 0.0], [0.0, 0.0, 0.0], [0.0, -0.1, -0.1], [0.0, -0.1, 0.0], [-0.1, 0.0, 0.0], [0.1, 0.0, -0.1], [0.0, 0.0, 0.0], [0.2, 0.1, -0.1], [-0.2, 0.0, 0.1], [0.0, -0.1, 0.0], [0.0, 0.0, 0.0], [0.0, 0.0, 0.0], [0.0, 0.0, 0.0], [0.1, 0.0, 0.0], [0.0, 0.0, 0.0], [0.0, 0.0, 0.0], [0.0, 0.0, 0.0], [0.0, 0.0, 0.1], [-0.1, -0.1, 0.0], [0.0, 0.0, 0.0], [0.0, 0.0, 0.0], [0.0, 0.0, 0.0], [0.0, 0.0, 0.0], [0.0, 0.0, 0.0]],
  "total_energy_ev": -307175.437,
  "e_above_lowest_kcal_mol": 101.4,
  "charge": -2,
  "gap_ev": [2.684, 2.267]
}



No. 2
{
  "formula": "C31H51Cl3O35S5",
  "method": "ωB97M-V/def2-TZVPD",
  "species": ["C", "C", "C", "O", "C", "O", "O", "H", "H", "H", "H", "H", "H", "C", "C", "C", "O", "C", "O", "O", "H", "H", "H", "H", "H", "H", "C", "C", "C", "O", "C", "O", "O", "H", "H", "H", "H", "H", "H", "C", "C", "C", "O", "C", "O", "O", "H", "H", "H", "H", "H", "H", "C", "C", "C", "O", "C", "O", "O", "H", "H", "H", "H", "H", "H", "O", "S", "O", "O", "C", "C", "O", "H", "H", "H", "H", "O", "S", "O", "O", "C", "C", "O", "H", "H", "H", "H", "O", "S", "O", "O", "C", "C", "O", "H", "H", "H", "H", "O", "S", "O", "O", "C", "C", "O", "H", "H", "H", "H", "O", "S", "O", "O", "C", "C", "O", "H", "H", "H", "H", "Cl", "C", "Cl", "Cl", "H"],
  "xyz": [[4.5125, 0.9899, 1.4399], [4.1957, 0.9288, 2.9187], [3.1138, -0.1111, 3.2850], [3.7372, -0.9764, 4.2171], [5.0437, -0.7171, 4.3032], [5.8100, -1.2867, 5.0177], [5.3551, 0.3742, 3.5640], [5.1762, 1.8126, 1.1655], [3.5374, 1.1248, 0.9649], [5.0146, 0.1307, 0.9967], [3.9590, 1.8911, 3.3742], [2.8525, -0.7287, 2.4231], [2.2421, 0.4134, 3.6696], [5.3044, 4.1453, -0.8089], [4.5152, 4.7978, 0.3110], [3.2213, 5.5076, -0.1148], [2.2259, 4.8493, 0.6635], [2.7236, 3.8160, 1.3426], [2.1116, 3.0679, 2.0228], [4.0723, 3.7272, 1.1598], [4.7945, 3.2857, -1.2472], [6.3167, 3.9388, -0.4667], [5.4309, 4.7544, -1.7126], [5.1059, 5.4244, 0.9788], [3.0867, 5.3904, -1.1879], [3.3207, 6.5404, 0.2091], [0.0864, 4.0070, -3.4243], [0.0509, 4.4813, -1.9946], [-0.3306, 5.9407, -1.7277], [-1.2322, 5.9020, -0.6274], [-1.5740, 4.6075, -0.3821], [-2.3510, 4.2615, 0.4429], [-0.9136, 3.7980, -1.2414], [-0.8924, 3.7510, -3.8258], [0.6440, 3.0643, -3.4073], [0.6637, 4.6024, -4.1318], [1.0437, 4.3536, -1.5506], [-0.8314, 6.3332, -2.6154], [0.5769, 6.4758, -1.4610], [5.6662, -0.5613, -2.0853], [5.0561, 0.7753, -2.4314], [4.2823, 0.9307, -3.7727], [3.0360, 1.4795, -3.3816], [2.8946, 1.5112, -2.0408], [1.9581, 2.0093, -1.4869], [3.9566, 0.9653, -1.4912], [6.4436, -0.8099, -2.8086], [4.8708, -1.3004, -2.0850], [6.1266, -0.5033, -1.1010], [5.7045, 1.6206, -2.1871], [4.1294, -0.0971, -4.1111], [4.7696, 1.5979, -4.4753], [-4.3651, 1.9216, -1.4068], [-4.1571, 1.1367, -2.7023], [-2.8516, 1.4181, -3.4269], [-2.1901, 0.1703, -3.5125], [-2.9669, -0.8026, -2.9195], [-2.6229, -1.9286, -2.8104], [-4.0383, -0.2455, -2.3644], [-3.6107, 1.7018, -0.6510], [-5.3826, 1.7799, -1.0468], [-4.2539, 2.9939, -1.5923], [-5.0425, 1.3912, -3.2852], [-2.2580, 2.1857, -2.9309], [-3.0974, 1.8265, -4.4104], [-6.1043, -5.7491, -2.1332], [-5.4751, -4.4542, -2.1371], [-6.2734, -3.3672, -2.6155], [-4.8809, -4.1883, -0.6471], [-3.4681, -4.2656, -0.6023], [-2.9945, -4.9791, -1.8547], [-3.9891, -4.5711, -2.7960], [-2.9180, -3.3222, -0.4905], [-3.1964, -4.6936, 0.3666], [-3.2094, -6.0281, -1.6218], [-2.0248, -4.7320, -2.2666], [0.0016, -6.8427, 2.7108], [-0.5525, -5.6131, 3.1844], [0.2070, -4.3954, 3.2973], [-1.9386, -5.2890, 2.3448], [-3.0082, -4.8412, 3.2218], [-2.3917, -4.8826, 4.6341], [-1.4107, -5.8647, 4.5211], [-3.4503, -3.9079, 2.8842], [-3.7693, -5.6196, 3.1424], [-3.0369, -5.2123, 5.4488], [-1.9763, -3.9229, 4.9611], [0.9658, -1.6039, -2.8903], [1.9508, -2.5280, -2.4321], [3.0740, -2.8396, -3.2800], [2.4060, -2.1354, -0.9174], [2.5445, -3.3003, -0.1023], [1.5778, -4.3444, -0.6758], [1.1658, -3.9125, -1.9840], [3.5585, -3.6854, -0.0046], [2.1988, -2.9123, 0.8565], [0.6944, -4.4879, -0.0564], [2.0734, -5.3023, -0.8295], [-1.9277, -2.1670, 1.7901], [-0.8493, -1.3436, 1.3349], [0.4822, -1.6874, 1.7352], [-0.8531, -1.1867, -0.2761], [-0.2156, 0.0341, -0.6682], [-0.6091, 1.0320, 0.4437], [-1.1390, 0.2543, 1.5274], [0.8281, -0.2797, -0.6121], [-0.5339, 0.2348, -1.6853], [-1.4132, 1.7048, 0.1536], [0.2703, 1.6002, 0.7467], [-5.7904, 0.6453, 3.8809], [-5.3152, -0.4700, 3.1121], [-4.4424, -1.3980, 3.7521], [-6.6027, -1.2083, 2.4319], [-6.1728, -1.9247, 1.2924], [-4.9228, -1.1262, 0.7909], [-4.7627, -0.0278, 1.6694], [-5.8561, -2.9430, 1.5110], [-6.9181, -1.9194, 0.5011], [-5.0289, -0.8246, -0.2466], [-4.0585, -1.7818, 0.9001], [0.0483, 1.3034, 4.4918], [-0.8038, 2.5667, 3.6228], [-0.5126, 4.1395, 4.4316], [-2.5329, 2.1158, 3.5183], [-0.4946, 2.6154, 2.5877]],
  "forces_ev_per_a": [[-0.5, 0.6, -0.3], [0.8, -1.3, -0.1], [0.2, 0.4, -1.0], [-0.5, -0.3, 0.4], [0.4, 1.0, 0.7], [-0.1, -0.2, -0.4], [0.4, -0.1, 0.5], [-0.3, 0.0, 0.3], [0.3, 0.1, -0.4], [-0.4, -0.6, 0.6], [0.2, 0.0, -0.2], [-0.3, 0.2, 0.0], [0.0, -0.5, 0.3], [0.4, 0.7, -0.8], [0.2, -0.8, -0.1], [1.1, -0.3, 0.8], [-0.8, 0.6, -0.6], [1.5, -0.2, -0.2], [-0.7, -0.3, 0.3], [-1.1, 0.6, 0.1], [0.0, -0.2, 0.8], [-0.1, -0.5, 0.0], [0.0, 0.6, 0.4], [0.3, 0.2, -0.4], [-0.5, 0.1, 0.0], [-0.6, 0.2, -0.3], [0.5, -1.3, -0.1], [0.9, 1.3, 0.0], [0.0, -0.2, -0.7], [0.1, -0.4, 0.0], [0.3, 0.8, -0.3], [0.0, -0.3, 0.0], [-0.7, -1.3, 0.5], [-0.1, 0.5, 0.0], [-0.2, -0.1, 0.0], [-0.3, 0.5, 0.3], [-0.3, -0.6, 0.1], [0.0, 0.5, 0.2], [-0.3, 0.5, 0.0], [0.2, 0.5, -0.4], [-0.9, 0.6, 0.6], [0.7, -1.0, 1.2], [-0.7, 0.6, -0.5], [0.3, 0.1, -1.1], [0.0, -0.2, 0.3], [0.3, -0.2, 1.1], [-0.1, -0.2, 0.0], [0.1, -0.3, -0.1], [0.0, -0.1, 0.0], [0.3, -0.2, -0.5], [-0.1, 0.3, -0.7], [-0.1, -0.2, -0.2], [0.3, 0.4, -0.3], [-0.1, 1.0, 1.6], [-0.5, 0.8, -0.6], [-0.3, -0.3, -0.1], [1.3, 0.8, 0.2], [-0.2, -0.4, -0.2], [-1.1, -0.3, -0.3], [-0.2, -0.3, 0.1], [0.1, -0.2, 0.3], [-0.1, 0.0, -0.2], [0.1, -0.8, -0.5], [0.3, -0.4, 0.3], [0.4, -0.3, -0.2], [0.7, 0.9, 0.1], [0.6, -1.5, 0.3], [1.4, -0.2, 0.3], [-0.8, 0.6, -0.7], [2.2, 1.0, 1.4], [-2.0, -0.9, 1.1], [-1.7, 0.7, -1.1], [-1.0, 0.6, -0.6], [-0.2, -0.9, -0.4], [0.8, -0.3, -0.7], [0.0, 0.0, 0.2], [-0.3, 1.1, 0.4], [-1.9, 0.8, -0.2], [-0.4, -1.4, -0.2], [1.1, 0.2, 0.0], [-0.2, -1.0, 0.2], [-0.9, 1.3, 0.3], [2.2, -1.1, 0.0], [0.5, 0.3, 0.2], [0.0, 0.0, 0.0], [-0.3, 0.0, -0.4], [0.2, -0.1, -0.3], [0.7, -0.2, 0.3], [-0.8, -1.3, 0.5], [-0.7, 0.3, 1.1], [0.2, 0.1, -2.0], [-0.7, 0.2, 0.9], [0.2, -0.6, -0.2], [0.9, 1.6, -0.4], [0.1, 0.3, -0.4], [0.1, -0.5, 0.1], [-0.1, 0.2, -0.1], [0.0, 0.0, 0.3], [0.5, 1.0, -0.5], [0.5, 1.3, -1.5], [-0.4, 0.4, 0.1], [-1.4, -1.6, 0.8], [0.6, -0.9, 0.9], [0.1, 0.0, -0.7], [0.2, -1.6, 0.8], [0.2, 1.0, -0.3], [0.0, 0.2, 0.1], [0.1, 0.0, 0.0], [-0.1, 0.0, 0.2], [0.5, -0.9, -1.3], [-1.4, 0.8, 0.0], [-0.1, -0.2, -0.6], [0.2, 0.0, 1.3], [1.1, 0.4, -0.9], [0.1, -1.6, -0.2], [0.2, 0.7, 0.9], [-0.3, 0.0, 0.3], [-0.4, 0.0, 0.4], [0.1, 0.5, 0.2], [0.1, 0.2, -0.2], [0.1, 0.0, 0.0], [-0.8, 0.0, 0.2], [-0.3, -0.5, -0.5], [0.2, 0.6, 0.3], [0.5, 0.2, 0.2]],
  "total_energy_ev": -196376.195,
  "smiles": "C[C@H]1COC(=O)O1.C[C@H]1COC(=O)O1.C[C@H]1COC(=O)O1.C[C@H]1COC(=O)O1.C[C@H]1COC(=O)O1.O=S1(=O)OCCO1.O=S1(=O)OCCO1.O=S1(=O)OCCO1.O=S1(=O)OCCO1.O=S1(=O)OCCO1.ClC(Cl)Cl",
  "e_above_lowest_kcal_mol": 0.0,
  "charge": 0,
  "gap_ev": 10.279
}